{"formula": "C4H12N2S", "method": "ωB97M-V/def2-TZVPD", "homo_lumo_gap_ev": 9.411, "molar_mass_g_mol": 120.2, "smiles": "NCCNCCS", "relative_energy_kcal_mol": 44.7, "elements": ["N", "C", "C", "N", "C", "C", "S", "H", "H", "H", "H", "H", "H", "H", "H", "H", "H", "H", "H"], "positions_angstrom": [[-2.51, -0.21, 0.14], [-1.75, 0.09, -1.17], [-0.33, 0.89, -1.06], [0.26, 0.89, 0.29], [0.55, -0.33, 0.93], [1.97, -0.62, 1.37], [3.38, -0.58, 0.09], [-2.62, -1.15, 0.48], [-3.47, -0.03, -0.07], [-2.30, 0.72, -1.89], [-1.60, -0.82, -1.77], [0.38, 0.41, -1.83], [-0.34, 1.96, -1.44], [0.89, 1.67, 0.27], [0.08, -0.53, 1.91], [0.28, -1.35, 0.36], [1.95, -1.66, 1.79], [2.26, 0.12, 2.16], [2.94, 0.52, -0.55]]}



{"formula": "C4H12N2S", "method": "ωB97M-V/def2-TZVPD", "s_squared": 0.76, "homo_lumo_gap_ev": [10.520, 5.276], "spin_multiplicity": 2, "molar_mass_g_mol": 120.2, "charge": 1, "relative_energy_kcal_mol": 36.2, "elements": ["C", "N", "C", "C", "S", "C", "N", "H", "H", "H", "H", "H", "H", "H", "H", "H", "H", "H", "H"], "positions_angstrom": [[-0.50, 1.45, -0.66], [-0.87, 0.18, -0.11], [0.02, -0.93, -0.21], [1.04, -0.97, 0.98], [2.37, -2.13, 0.65], [-1.57, 2.52, -0.37], [-2.93, 2.13, -0.63], [0.51, 1.74, -0.34], [-0.43, 1.34, -1.75], [2.66, -1.76, -0.60], [0.57, -0.82, -1.14], [-0.55, -1.86, -0.15], [1.42, 0.03, 1.16], [0.57, -1.30, 1.90], [-1.17, 3.46, -0.72], [-1.43, 2.76, 0.69], [-3.12, 1.14, -0.61], [-1.38, 0.25, 0.77], [-3.23, 2.51, -1.52]]}



{"formula": "C4H12N3", "method": "ωB97M-V/def2-TZVPD", "homo_lumo_gap_ev": 9.589, "molar_mass_g_mol": 102.2, "charge": 1, "relative_energy_kcal_mol": 66.2, "elements": ["C", "C", "C", "N", "C", "N", "N", "H", "H", "H", "H", "H", "H", "H", "H", "H", "H", "H", "H"], "positions_angstrom": [[1.46, -0.08, -1.04], [0.39, 0.88, -1.47], [-0.67, 1.04, -0.41], [-1.01, -0.02, 2.86], [-1.36, -0.04, 1.60], [-0.59, -0.19, 0.55], [0.89, -1.44, -0.94], [2.23, -0.08, -1.82], [2.11, 0.28, -0.24], [-0.15, 0.42, -2.30], [0.89, 1.76, -1.89], [-1.63, 0.77, -0.86], [-0.85, 1.92, 0.20], [-1.66, -0.20, 3.62], [-0.05, -0.13, 3.17], [-2.45, 0.03, 1.48], [-0.10, -1.02, -0.09], [0.92, -1.86, -1.87], [1.64, -2.04, -0.57]]}